(1)
50
Properties=species:S:1:pos:R:3:nbo_charge:R:1 method="wB97M-V/def2-TZVPD" spin_multiplicity=1 homo_lumo_gap_ev=10.876 e_tot_ev=-68997.2029 smiles="C[N+](=O)[O-].C[N+](=O)[O-].C[N+](=O)[O-].C[N+](=O)[O-].O=S1(=O)OCCO1.O=S1(=O)OCCO1" max_force_ev_per_a=2.70 e_homo_ev=-11.130
C -1.542 3.010 1.380 -0.5002
N -2.517 2.287 2.255 0.5312
O -3.551 1.869 1.774 -0.3664
O -2.221 2.158 3.436 -0.3950
H -0.976 2.364 0.717 0.2587
H -0.866 3.450 2.107 0.2261
H -2.204 3.705 0.868 0.2424
C -3.541 -0.827 -0.800 -0.4909
N -4.523 0.227 -1.119 0.5354
O -5.659 0.063 -0.746 -0.3674
O -4.120 1.250 -1.617 -0.3794
H -4.013 -1.807 -0.862 0.2301
H -3.229 -0.672 0.228 0.2482
H -2.751 -0.880 -1.541 0.2226
C 1.496 -4.731 -5.758 -0.4917
N 1.898 -3.632 -4.842 0.5345
O 3.019 -3.748 -4.392 -0.3662
O 1.168 -2.691 -4.617 -0.3853
H 2.357 -4.907 -6.398 0.2385
H 0.706 -4.406 -6.431 0.2289
H 1.254 -5.640 -5.218 0.2427
C 0.288 -1.509 -1.490 -0.4898
N 0.696 -0.281 -0.765 0.5514
O -0.155 0.320 -0.152 -0.4303
O 1.844 0.042 -0.793 -0.3552
H 1.053 -2.253 -1.284 0.2544
H 0.078 -1.160 -2.495 0.2528
H -0.585 -1.866 -0.947 0.2237
O 4.377 4.878 2.424 -0.8813
S 3.976 4.823 1.041 2.5130
O 4.884 5.293 0.052 -0.8872
O 3.508 3.299 0.733 -0.6706
C 2.094 3.204 0.691 -0.1146
C 1.591 4.541 0.205 -0.0928
O 2.535 5.496 0.708 -0.6853
H 1.920 2.412 -0.036 0.2340
H 1.634 2.987 1.658 0.1828
H 0.615 4.848 0.575 0.2022
H 1.603 4.613 -0.886 0.1944
O -0.696 -4.349 1.000 -0.8634
S 0.003 -3.391 1.788 2.5192
O 1.420 -3.210 1.596 -0.9117
O -0.703 -1.949 1.804 -0.6942
C -0.482 -1.300 3.070 -0.1153
C -0.253 -2.409 4.115 -0.0966
O -0.200 -3.627 3.398 -0.6756
H 0.450 -0.744 2.908 0.1936
H -1.169 -0.467 3.201 0.2340
H -1.143 -2.456 4.743 0.2027
H 0.632 -2.228 4.717 0.2087

=====

(2)
34
Properties=species:S:1:pos:R:3:nbo_charge:R:1 method="wB97M-V/def2-TZVPD" spin_multiplicity=1 homo_lumo_gap_ev=8.143 e_tot_ev=-18664.3726 smiles="CNCCCCCCN(C)N(O)N=O" max_force_ev_per_a=5.81 e_homo_ev=-8.357
C -3.372 -1.879 -0.576 -0.4167
N -2.996 -2.845 0.389 -0.6768
C -1.641 -2.491 0.886 -0.2196
C -0.705 -1.995 -0.242 -0.4540
C 0.654 -1.760 0.524 -0.4210
C 1.800 -1.555 -0.450 -0.4189
C 1.495 -0.447 -1.495 -0.4181
C 1.512 1.114 -1.135 -0.2050
N 0.315 1.327 -0.209 -0.3612
C -1.084 1.344 -0.654 -0.4170
N 0.447 2.510 0.565 0.0678
O 1.284 3.415 -0.337 -0.6309
N 1.543 2.266 1.568 0.2843
O 1.627 1.113 1.774 -0.2449
H -2.915 -2.167 -1.781 0.2024
H -4.670 -1.901 -0.387 0.2022
H -3.086 -0.689 -0.279 0.1601
H -3.681 -3.204 1.116 0.3831
H -1.639 -1.565 1.453 0.1509
H -1.280 -3.203 1.574 0.2002
H -0.882 -0.950 -0.815 0.2458
H -0.564 -2.897 -0.920 0.2024
H 0.812 -2.477 1.377 0.2107
H 0.510 -0.859 1.267 0.2255
H 2.692 -1.272 0.214 0.2188
H 2.089 -2.480 -1.058 0.2163
H 2.048 -0.440 -2.394 0.2132
H 0.473 -0.306 -2.005 0.2025
H 2.343 1.514 -0.509 0.2167
H 1.361 1.673 -2.134 0.1942
H -1.512 2.396 -1.198 0.1693
H -1.156 0.511 -1.635 0.2058
H -1.872 1.200 0.144 0.2298
H 0.529 4.103 -0.870 0.4817

=====

(3)
31
Properties=species:S:1:pos:R:3:nbo_charge:R:1 method="wB97M-V/def2-TZVPD" spin_multiplicity=1 homo_lumo_gap_ev=9.213 e_tot_ev=-35211.6788 smiles=C[Si](C)(C)[C@@H]1S[C@H]1[Si](C)(C)C max_force_ev_per_a=3.11 e_homo_ev=-8.408
C -2.435 2.950 0.449 -1.1111
Si -1.732 1.273 0.858 1.6732
C -0.733 1.422 2.438 -1.1219
C -3.056 0.128 1.074 -1.1791
C -0.558 0.704 -0.563 -0.7328
S -1.364 -0.161 -1.928 0.1408
C -0.196 -0.720 -0.699 -0.7437
Si 1.621 -1.321 -0.987 1.6205
C 2.269 -1.797 0.724 -1.1004
C 2.731 0.082 -1.551 -1.1225
C 1.788 -2.734 -2.241 -1.1107
H -1.686 3.708 0.452 0.2337
H -2.950 2.909 -0.493 0.2382
H -3.142 3.282 1.240 0.2373
H -0.185 2.388 2.455 0.2387
H -0.007 0.630 2.460 0.2334
H -1.376 1.226 3.345 0.2426
H -2.722 -0.927 0.949 0.2485
H -3.809 0.226 0.276 0.2565
H -3.601 0.327 1.962 0.2464
H 0.303 1.427 -0.663 0.2397
H -0.643 -1.486 -0.046 0.2266
H 3.113 -2.419 0.749 0.2374
H 2.427 -0.973 1.411 0.2410
H 1.409 -2.383 1.148 0.2246
H 2.583 0.970 -0.977 0.2306
H 2.474 0.403 -2.563 0.2382
H 3.790 -0.112 -1.679 0.2454
H 2.605 -3.324 -1.808 0.2346
H 0.953 -3.331 -2.548 0.2475
H 2.127 -2.365 -3.245 0.2469

=====

(4)
36
Properties=species:S:1:pos:R:3:mulliken_spin:R:1 method="wB97M-V/def2-TZVPD" spin_multiplicity=3 homo_lumo_gap_ev="8.636 / 8.691" s_squared=2.0050 e_tot_ev=-91415.3886 charge=+1 max_force_ev_per_a=0.46 e_homo_ev="-10.612 / -12.117"
Pd -0.019 -0.197 0.070 1.4132
N 3.935 -1.541 -0.795 -0.0014
C 2.620 -1.315 -0.732 0.0110
O 2.175 -0.165 -0.608 0.0425
C 1.680 -2.481 -0.881 -0.0891
C 0.391 -2.276 -0.102 0.4786
H 4.574 -0.768 -0.712 -0.0007
H 4.307 -2.472 -0.866 0.0035
H 2.184 -3.416 -0.617 0.0306
H 1.467 -2.536 -1.954 0.0100
H 0.498 -2.537 0.955 -0.0006
H -0.439 -2.824 -0.536 0.0014
C -1.060 2.385 -3.838 0.0034
S 0.036 1.598 -2.664 0.0089
C 0.799 0.421 -3.773 -0.0018
O -0.895 0.774 -1.794 0.0368
H -0.470 2.902 -4.593 0.0012
H -1.662 3.104 -3.287 0.0003
H -1.694 1.620 -4.285 0.0004
H 1.335 0.970 -4.547 -0.0002
H 0.021 -0.210 -4.200 0.0000
H 1.500 -0.167 -3.186 0.0002
C -1.651 3.689 0.884 0.0013
As -2.358 2.015 1.494 0.0044
C -3.192 2.301 3.188 0.0013
C -3.676 1.461 0.221 -0.0009
O -1.145 0.863 1.627 0.0455
H -2.451 4.416 0.757 0.0002
H -1.148 3.516 -0.066 0.0001
H -0.929 4.052 1.613 -0.0004
H -3.996 3.028 3.087 0.0002
H -2.442 2.667 3.886 0.0003
H -3.588 1.354 3.547 0.0001
H -4.476 2.196 0.147 -0.0001
H -4.078 0.500 0.536 -0.0004
H -3.172 1.343 -0.738 0.0005

=====

(5)
38
Properties=species:S:1:pos:R:3:lowdin_charge:R:1 method="wB97M-V/def2-TZVPD" spin_multiplicity=1 homo_lumo_gap_ev=5.927 e_tot_ev=-78095.9559 max_force_ev_per_a=1.46 e_homo_ev=-6.796
C -1.489 0.669 3.106 -0.0929
C -0.194 1.466 3.001 -0.2403
C 0.612 1.151 1.731 -0.3563
C 0.816 -0.345 1.400 -0.2534
In -0.265 -1.107 -0.390 0.6925
C 0.761 -2.921 -1.089 -0.1591
B 2.269 -2.694 -1.414 -0.7503
O 3.052 -1.655 -0.875 0.0905
O 2.942 -3.538 -2.269 0.1447
C -0.097 0.365 -2.145 -0.1666
C 0.381 1.642 -1.726 -0.5423
C -0.633 2.670 -1.291 -0.0378
N 1.655 2.021 -1.714 0.0323
P -2.694 -1.784 0.031 0.6615
O -3.585 -0.417 0.434 -0.4272
O -3.185 -2.041 -1.553 -0.4212
H -2.117 0.842 2.231 0.0623
H -1.322 -0.400 3.210 0.0710
H -2.055 1.017 3.971 0.0789
H 0.433 1.373 3.890 0.1126
H -0.469 2.525 2.954 0.1089
H 1.643 1.604 1.961 0.0977
H 0.145 1.726 0.916 0.0507
H 1.878 -0.583 1.305 0.0335
H 0.473 -0.924 2.259 0.0410
H 0.639 -3.709 -0.344 0.0402
H 0.294 -3.247 -2.023 0.0382
H 2.593 -0.816 -0.945 0.0297
H 3.888 -3.510 -2.095 0.0979
H -1.103 0.441 -2.560 0.0651
H 0.549 -0.110 -2.887 0.0755
H -0.271 3.214 -0.418 0.0718
H -1.557 2.174 -0.995 0.0777
H -0.812 3.373 -2.103 0.0987
H 2.219 1.255 -2.090 0.0491
H -3.360 0.321 -0.143 0.0105
H -4.125 -1.841 -1.616 0.0269
Cu 2.091 1.793 0.285 0.4879

=====

(6)
39
Properties=species:S:1:pos:R:3:mulliken_spin:R:1 method="wB97M-V/def2-TZVPD" spin_multiplicity=4 homo_lumo_gap_ev="8.028 / 8.058" s_squared=3.7531 e_tot_ev=-76521.2469 charge=+2 max_force_ev_per_a=5.61 e_homo_ev="-16.403 / -16.388"
C 2.386 -0.107 -4.555 -0.0013
I 1.401 0.332 -2.575 -0.0028
H 2.498 -1.183 -4.689 0.0001
H 3.347 0.409 -4.491 -0.0001
H 1.731 0.343 -5.304 -0.0001
Er -0.028 -0.464 -0.047 3.0453
P 2.342 -0.240 1.248 -0.0144
C 3.418 1.162 1.469 -0.0005
C 2.239 -0.920 2.933 -0.0003
H 3.251 -1.072 3.341 -0.0004
H 4.320 -1.630 0.995 0.0001
H 1.705 -1.882 2.902 0.0000
H 2.843 -2.459 0.416 -0.0001
H 2.915 1.908 2.097 -0.0001
H 1.663 -0.222 3.556 -0.0001
C 3.382 -1.502 0.439 -0.0003
H 4.358 0.854 1.947 -0.0003
H 3.584 -1.190 -0.591 -0.0001
H 3.621 1.611 0.491 0.0002
P -2.523 0.126 -0.901 -0.0139
C -3.228 1.665 -1.452 -0.0008
C -2.809 -1.024 -2.285 0.0003
H -3.549 -1.439 0.637 0.0000
H -4.773 -0.482 -0.286 -0.0002
H -3.863 0.254 1.107 -0.0002
C -3.813 -0.442 0.254 -0.0001
H -2.543 -2.041 -1.968 0.0000
H -3.863 -1.004 -2.593 -0.0001
H -4.240 1.495 -1.842 -0.0004
H -2.585 2.086 -2.231 0.0002
H -2.161 -0.733 -3.118 0.0000
H -3.269 2.368 -0.611 0.0000
C 0.157 1.899 -0.148 -0.0044
O 0.252 3.047 -0.102 0.0007
F -0.853 -0.225 1.806 -0.0054
B -1.769 0.150 3.439 -0.0008
F -2.448 1.226 2.963 0.0000
F -2.388 -1.053 3.498 0.0000
F -0.708 0.376 4.254 0.0001

=====

(7)
36
Properties=species:S:1:pos:R:3:nbo_charge:R:1 method="wB97M-V/def2-TZVPD" spin_multiplicity=1 homo_lumo_gap_ev="3.176 / 3.177" e_tot_ev=-58676.1373 charge=+3 max_force_ev_per_a=6.65 e_homo_ev="-17.160 / -17.160"
I 0.064 1.328 2.359 0.1912
I 0.101 -1.114 2.715 0.0682
Zr -0.026 -0.588 -2.266 2.0011
P -2.142 -0.056 -0.894 0.6647
C -2.789 0.014 0.823 -0.8976
C -3.033 1.444 -1.509 -0.8835
H -4.119 1.253 -1.503 0.3003
H -4.141 -1.338 -1.412 0.3216
H -2.635 1.729 -2.497 0.2571
H -2.706 -1.961 -2.405 0.2343
H -2.439 0.924 1.300 0.2792
H -2.806 2.239 -0.772 0.2848
C -3.067 -1.579 -1.427 -0.9154
H -3.882 0.019 0.940 0.3089
H -2.876 -2.330 -0.634 0.2812
H -2.409 -0.849 1.359 0.2617
P 2.244 -0.053 -0.821 0.6949
C 3.204 0.038 0.737 -0.8942
C 3.124 -1.579 -1.445 -0.9178
H 2.600 1.701 -2.514 0.2454
H 4.158 1.317 -1.570 0.2943
H 2.826 2.274 -0.825 0.2769
C 3.062 1.465 -1.543 -0.8836
H 2.700 -1.913 -2.416 0.2199
H 4.212 -1.378 -1.462 0.3133
H 4.293 0.031 0.624 0.2974
H 2.968 -0.821 1.362 0.2647
H 2.925 -2.354 -0.674 0.2742
H 2.962 0.968 1.250 0.2733
Cl -0.096 -0.042 -4.487 -0.2393
C -0.073 -0.027 6.048 -0.7756
C -0.785 0.702 5.116 0.2697
N -1.635 1.378 4.640 -0.3337
H 0.689 -0.656 5.573 0.2530
H -0.707 -0.829 6.466 0.2977
H 0.238 0.645 6.896 0.3116

=====

(8)
35
Properties=species:S:1:pos:R:3:nbo_charge:R:1 method="wB97M-V/def2-TZVPD" spin_multiplicity=1 homo_lumo_gap_ev=8.658 e_tot_ev=-29714.0441 charge=+1 max_force_ev_per_a=5.48 e_homo_ev=-11.917
N 18.669 -6.840 -9.986 -0.8609
H 18.512 -5.947 -9.541 0.4294
H 18.611 -7.520 -9.241 0.3667
H 19.586 -6.866 -10.408 0.4197
H 17.952 -6.954 -10.688 0.4309
C 22.879 -11.875 -10.630 -0.6196
C 22.342 -11.208 -9.339 -0.2111
N 22.699 -9.857 -9.222 -0.2943
C 23.977 -9.302 -9.285 -0.0566
C 23.815 -7.955 -8.993 -0.0396
N 22.513 -7.658 -8.853 -0.3245
C 21.804 -8.826 -9.008 0.2835
C 21.952 -6.362 -8.666 -0.4218
H 23.958 -11.783 -10.761 0.2214
H 22.372 -11.503 -11.521 0.2218
H 22.635 -12.934 -10.546 0.2387
H 22.626 -11.688 -8.402 0.2256
H 21.256 -11.143 -9.280 0.2161
H 24.884 -9.866 -9.445 0.2548
H 24.512 -7.144 -8.842 0.2414
H 20.725 -8.851 -9.048 0.2287
H 22.080 -5.796 -9.588 0.2114
H 22.356 -5.796 -7.826 0.2499
H 20.879 -6.402 -8.474 0.2183
Cl 19.216 -8.383 -8.165 -0.4381
C 20.514 -10.006 -6.050 -0.1184
C 19.680 -9.172 -5.067 -0.1071
O 18.500 -8.685 -5.780 -0.7347
O 21.237 -9.186 -6.969 -0.7690
H 19.864 -10.758 -6.498 0.1809
H 21.261 -10.556 -5.478 0.1970
H 20.215 -8.365 -4.566 0.1748
H 19.315 -9.800 -4.255 0.1909
H 18.842 -8.546 -6.666 0.3890
H 20.589 -8.803 -7.565 0.4049